Density functional theory data (ωB97M-V/def2-TZVPD) for a molecular structure, C3H3LiO4Rb at a distorted geometry.

Positions of all 12 atoms, in Å:
H: -4.9370 1.6764 -1.3027
O: -3.6531 0.0727 -0.9251
O: -2.2145 1.9502 0.3854
C: -3.8615 1.3690 -1.2859
C: -3.1907 2.3593 -0.3791
H: -3.5094 1.6071 -2.3247
H: -3.4686 3.4227 -0.3519
O: 0.1954 1.6524 -0.9644
C: -0.5654 1.2805 -0.0661
O: -0.6094 0.0981 0.3786
Rb: 3.0655 -1.7774 -0.8758
Li: -2.5484 -0.3261 0.4414

The relative energy (zero: lowest compared OMol25 entry of this formula, charge and spin) comes out at 61.7 kcal/mol. Its strongest force on any atom is 4.5 eV/A. As for the expectation value of S²: 0.771. The total energy comes out at -448.60757 Eh. As for the HOMO energy (alpha / beta): -0.159 / -0.240 hartree. As for the multiplicity: 2. The LUMO energy (alpha / beta) comes out at -1.76 / -1.89 eV. The HOMO-LUMO gap (alpha / beta) is 2.57 / 4.64 eV.

---

Density functional theory data (ωB97M-V/def2-TZVPD) for a single H4SSi2 molecule at a distorted geometry.

Positions of all 7 atoms, in Å:
Si: 0.4885 0.9385 -0.0642
Si: -1.0429 -0.7313 -0.0132
S: 1.8715 -0.5662 0.0660
H: 0.1578 1.9770 -1.1094
H: 0.7221 1.6688 1.2673
H: -1.2084 -1.6979 0.9788
H: -0.9885 -1.5888 -1.1253

The relative energy (zero: lowest compared OMol25 entry of this formula, charge and spin) comes out at 35.2 kcal/mol. Its strongest force on any atom is 2.6 eV/A. The total energy comes out at -979.49166 Eh. As for the HOMO energy: -0.328 hartree. The LUMO energy comes out at -1.52 eV. The HOMO-LUMO gap is 7.40 eV.